The following is a DFT calculation (ωB97M-V/def2-TZVPD) of 2 unconnected molecules or ions with the total composition C3H8OS2.

Output
* HOMO energy: -7.80 eV
* LUMO energy: 0.7270 eV
* frontier orbital gap: 8.53 eV
* 2S+1: 1

Atoms and positions in Å:
C -2.324 1.115 1.660
C -1.858 -0.160 2.245
O -1.236 -0.984 1.625
H -3.196 1.531 2.155
H -2.496 0.909 0.602
H -1.568 1.903 1.687
H -2.117 -0.392 3.295
C 2.286 1.090 -1.475
S 1.370 0.115 -0.254
S 0.101 -0.839 -1.566
H 2.753 0.418 -2.189
H 3.135 1.517 -0.933
H 1.691 1.929 -1.813
H -0.714 -1.207 -0.559

The following is a DFT calculation (ωB97M-V/def2-TZVPD) of a molecular structure, C4H12ClO2P3S.

Output
* HOMO energy: -8.76 eV
* LUMO energy: 0.3824 eV
* frontier orbital gap: 9.14 eV
* 2S+1: 1

Atoms and positions in Å:
C -0.845 -2.993 0.703
C 2.168 1.474 -0.531
C -0.442 0.553 -0.065
C -1.356 -1.407 1.736
O 0.115 -2.538 3.624
O -1.570 -0.875 4.297
P -0.046 2.535 -2.325
P -0.027 -0.140 1.607
P 0.479 2.171 -0.243
S -1.157 -1.927 3.427
Cl -2.545 -3.399 3.612
H 0.177 -3.161 0.996
H -1.533 -3.748 1.044
H -0.980 -2.705 -0.324
H 2.484 0.937 0.363
H 2.862 2.295 -0.709
H 2.178 0.801 -1.388
H -1.517 0.730 -0.161
H -0.124 -0.150 -0.840
H -2.387 -1.169 1.508
H -1.178 3.277 -1.992
H 0.750 3.677 -2.387
H -0.752 0.825 2.325

The following is a DFT calculation (ωB97M-V/def2-TZVPD) of C20H30O2 in the gas phase.

Output
* HOMO energy: -8.03 eV
* LUMO energy: -0.2025 eV
* frontier orbital gap: 7.83 eV
* 2S+1: 1

Atoms and positions in Å:
C -8.409 -1.144 -0.317
C -6.955 -1.287 0.025
C -6.394 -2.649 -0.261
C -6.259 -0.272 0.524
C -4.803 -0.268 0.876
C -3.948 0.121 -0.345
C -2.487 0.157 0.002
C -1.846 -1.176 0.270
C -1.835 1.310 0.108
C -0.391 1.474 0.467
C 0.463 1.677 -0.802
C 1.906 1.848 -0.444
C 2.306 3.191 0.092
C 2.768 0.823 -0.564
C 4.157 0.857 -0.219
C 4.970 -0.212 -0.343
C 6.371 -0.246 -0.012
C 7.020 1.000 0.498
C 7.045 -1.411 -0.178
C 8.449 -1.665 0.093
O 9.293 -0.903 0.512
O 8.763 -2.951 -0.192
H -8.577 -1.401 -1.363
H -8.758 -0.129 -0.146
H -9.008 -1.824 0.289
H -6.302 -2.791 -1.338
H -7.067 -3.418 0.116
H -5.416 -2.793 0.186
H -6.761 0.676 0.663
H -4.622 0.458 1.671
H -4.487 -1.247 1.240
H -4.273 1.098 -0.705
H -4.123 -0.608 -1.141
H -1.740 -1.343 1.342
H -2.452 -1.980 -0.141
H -0.856 -1.233 -0.177
H -2.359 2.231 -0.112
H -0.276 2.345 1.116
H -0.021 0.601 1.005
H 0.332 0.811 -1.453
H 0.100 2.560 -1.333
H 1.455 3.866 0.113
H 3.080 3.638 -0.531
H 2.700 3.105 1.104
H 2.402 -0.119 -0.953
H 4.547 1.791 0.156
H 4.551 -1.137 -0.718
H 6.920 1.799 -0.236
H 8.072 0.829 0.694
H 6.534 1.322 1.418
H 6.521 -2.280 -0.551
H 9.702 -3.102 -0.005

The following is a DFT calculation (ωB97M-V/def2-TZVPD) of a molecular structure, C33H52BCl2N5O6P2S2Ti.

Output
* HOMO energy (spin up / spin down): -4.71 / -4.87 eV
* LUMO energy (spin up / spin down): 2.0366 / 2.0363 eV
* net charge: -1
* frontier orbital gap (spin up / spin down): 6.74 / 6.91 eV
* 2S+1: 2

Atoms and positions in Å:
Ti 0.052 -0.413 0.220
C -4.620 1.728 0.252
C -3.277 2.463 0.322
C -2.773 2.351 1.765
C -3.485 3.949 0.008
P -2.006 1.576 -0.755
C -0.764 2.927 -1.005
N 0.470 2.366 -1.509
B 0.966 1.031 -1.232
N 2.194 0.990 -2.033
C 3.217 -0.005 -2.185
P 2.847 -1.546 -1.295
C 2.261 -2.782 -2.543
C 3.436 -3.300 -3.391
C 1.290 -2.068 -3.501
C 1.580 -3.966 -1.860
C 4.405 -1.994 -0.412
C 4.694 -0.791 0.515
C 4.135 -3.214 0.476
C 5.640 -2.236 -1.280
C 2.360 2.187 -2.724
C 3.350 2.593 -3.601
C 3.259 3.869 -4.158
C 2.204 4.711 -3.833
C 1.210 4.308 -2.942
C 1.291 3.039 -2.391
C -2.723 1.345 -2.490
C -3.684 0.147 -2.492
C -1.561 1.006 -3.433
C -3.457 2.562 -3.060
H -5.253 2.067 1.076
H -4.499 0.652 0.376
H -5.145 1.932 -0.682
H -3.540 2.766 2.426
H -1.844 2.902 1.927
H -2.617 1.314 2.048
H -4.097 4.385 0.805
H -4.005 4.117 -0.933
H -2.547 4.506 -0.012
H -0.611 3.403 -0.031
H -1.135 3.695 -1.686
H 4.180 0.370 -1.821
H 3.377 -0.256 -3.240
H 4.067 -2.498 -3.781
H 3.016 -3.827 -4.251
H 4.057 -4.009 -2.845
H 1.820 -1.404 -4.186
H 0.518 -1.517 -2.975
H 0.793 -2.836 -4.100
H 2.269 -4.525 -1.226
H 1.225 -4.642 -2.643
H 0.721 -3.647 -1.272
H 3.797 -0.410 1.005
H 5.188 0.022 -0.018
H 5.379 -1.127 1.299
H 3.351 -3.006 1.201
H 5.054 -3.447 1.022
H 3.861 -4.099 -0.100
H 5.796 -1.444 -2.017
H 5.618 -3.195 -1.795
H 6.512 -2.241 -0.622
H 4.179 1.942 -3.853
H 4.023 4.205 -4.849
H 2.154 5.701 -4.270
H 0.401 4.978 -2.681
H -3.212 -0.741 -2.076
H -3.966 -0.069 -3.529
H -4.598 0.348 -1.939
H -0.965 0.181 -3.042
H -0.908 1.862 -3.611
H -1.981 0.698 -4.396
H -4.421 2.714 -2.575
H -3.649 2.387 -4.124
H -2.878 3.484 -2.980
O 2.079 0.722 1.970
Cl 0.875 0.678 2.810
O 0.825 1.825 3.702
O 1.860 -1.334 -0.159
O -0.257 0.888 1.793
Cl -1.239 -1.956 -1.171
N -1.500 0.196 8.521
C -2.006 -0.181 7.266
C -2.827 -1.299 7.140
C -3.351 -1.648 5.904
C -3.067 -0.879 4.789
C -2.250 0.239 4.907
C -1.722 0.586 6.135
S -3.721 -1.313 3.194
O -4.304 -2.632 3.348
O -4.599 -0.243 2.792
N -2.437 -1.283 2.257
C -1.560 -2.295 2.272
S -1.850 -3.946 2.840
C -0.266 -4.399 2.304
C 0.355 -3.343 1.751
N -0.338 -2.157 1.762
H -1.400 -0.573 9.164
H -0.648 0.733 8.466
H -3.047 -1.904 8.013
H -3.973 -2.527 5.792
H -2.013 0.826 4.029
H -1.072 1.450 6.215
H 0.112 -5.402 2.414
H 1.346 -3.356 1.322

The following is a DFT calculation (ωB97M-V/def2-TZVPD) of C4H5NO in the gas phase.

Output
* HOMO energy: -9.28 eV
* LUMO energy: 0.6807 eV
* frontier orbital gap: 9.96 eV
* 2S+1: 1

Atoms and positions in Å:
N 2.103 0.104 -1.098
C 1.411 -0.526 -0.393
C 0.239 -0.350 0.442
O 0.527 0.344 1.611
C -0.483 0.396 -0.700
C -1.247 -0.503 0.287
H 1.145 1.063 1.417
H 0.396 1.142 -0.995
H -0.480 -0.191 -1.612
H -1.776 -0.145 1.167
H -1.669 -1.426 -0.123

Per-record ΔE to the lowest compared entry with this formula, charge and spin, kcal/mol: 15.2; 0.0; 24.0; 41.2; 119.0